Record 1
{"formula": "C4H7O3", "method": "wB97M-V/def2-TZVPD", "spin_multiplicity": 1, "lumo_ev": 3.9, "charge": -1, "homo_lumo_gap_ev": 7.9, "e_tot_ha": -382.372639, "relative_energy_ev": 0.981, "largest_force_ev_per_a": 3.54, "species": ["C", "C", "O", "C", "C", "O", "O", "H", "H", "H", "H", "H", "H", "H"], "coordinates": [[1.05, -2.15, -0.98], [0.80, -0.61, -0.58], [0.90, 0.20, -1.70], [-0.57, -0.40, 0.07], [-0.76, 0.85, 1.03], [-0.24, 0.85, 2.17], [-1.43, 1.73, 0.54], [0.24, -2.62, -1.60], [1.46, -2.59, -0.09], [1.84, -2.07, -1.80], [1.53, -0.18, 0.14], [0.09, 0.73, -1.89], [-0.82, -1.29, 0.64], [-1.33, -0.31, -0.71]]}

=====

Record 2
{"formula": "C45H77F5N9O3PSi", "method": "wB97M-V/def2-TZVPD", "spin_multiplicity": 1, "lumo_ev": 0.2, "charge": 0, "homo_lumo_gap_ev": 8.2, "e_tot_ha": -3609.632151, "relative_energy_ev": 0.000, "largest_force_ev_per_a": 1.04, "species": ["C", "Si", "C", "C", "C", "C", "F", "F", "C", "O", "C", "C", "C", "C", "F", "F", "F", "C", "O", "N", "P", "N", "O", "C", "C", "C", "C", "C", "C", "H", "H", "H", "H", "H", "H", "H", "H", "H", "H", "H", "H", "H", "H", "H", "H", "H", "H", "H", "H", "H", "H", "H", "H", "H", "H", "H", "H", "C", "C", "C", "C", "N", "H", "H", "H", "H", "H", "H", "H", "C", "C", "C", "C", "N", "H", "H", "H", "H", "H", "H", "H", "C", "C", "C", "C", "N", "H", "H", "H", "H", "H", "H", "H", "C", "C", "C", "C", "N", "H", "H", "H", "H", "H", "H", "H", "C", "C", "C", "C", "N", "H", "H", "H", "H", "H", "H", "H", "C", "C", "C", "C", "N", "H", "H", "H", "H", "H", "H", "H", "C", "C", "C", "C", "N", "H", "H", "H", "H", "H", "H", "H"], "coordinates": [[-1.67, -0.60, 1.62], [-2.52, -1.92, 0.58], [-3.85, -2.63, 1.72], [-3.44, -1.23, -0.92], [-2.63, -0.68, -2.11], [-1.67, 0.46, -1.81], [-1.65, 1.30, -2.91], [-2.03, 1.24, -0.77], [-0.28, -0.13, -1.70], [0.76, 0.79, -1.44], [1.92, 0.15, -0.91], [2.30, -1.10, -1.71], [3.69, -1.64, -1.43], [3.94, -2.86, -2.29], [5.17, -3.36, -2.04], [3.08, -3.86, -1.98], [3.84, -2.63, -3.60], [1.69, -0.09, 0.58], [1.27, 1.09, 1.20], [2.91, -0.51, 1.28], [2.48, -1.83, 2.34], [3.88, -1.91, 3.34], [2.70, -3.15, 1.40], [-1.30, -3.31, 0.24], [-0.64, -3.56, -0.97], [0.26, -4.61, -1.13], [0.54, -5.45, -0.06], [-0.08, -5.22, 1.17], [-0.99, -4.17, 1.31], [-1.01, 0.04, 1.07], [-2.40, -0.04, 2.20], [-1.05, -1.12, 2.35], [-3.46, -2.79, 2.73], [-4.74, -2.01, 1.73], [-4.11, -3.62, 1.35], [-4.07, -0.43, -0.52], [-4.12, -1.99, -1.30], [-3.35, -0.30, -2.83], [-2.06, -1.44, -2.64], [-0.10, -0.58, -2.68], [-0.28, -0.96, -1.00], [2.75, 0.85, -1.00], [2.27, -0.81, -2.77], [1.59, -1.91, -1.57], [4.47, -0.93, -1.68], [3.83, -1.98, -0.42], [0.97, -0.92, 0.68], [0.37, 1.31, 0.96], [3.14, 0.25, 1.92], [3.54, -1.61, 4.25], [4.13, -2.89, 3.43], [1.84, -3.46, 1.10], [-0.82, -2.91, -1.83], [0.72, -4.77, -2.09], [1.23, -6.27, -0.20], [0.17, -5.86, 2.00], [-1.44, -4.01, 2.28], [1.43, 6.04, 2.96], [2.50, 5.97, 1.87], [2.53, 4.61, 1.16], [2.82, 3.53, 2.11], [3.06, 2.69, 2.85], [1.63, 5.31, 3.74], [1.42, 7.02, 3.42], [0.44, 5.85, 2.54], [3.47, 6.17, 2.31], [2.31, 6.75, 1.13], [3.29, 4.60, 0.38], [1.56, 4.40, 0.69], [-3.51, 6.21, 5.44], [-3.62, 7.00, 4.14], [-2.33, 6.96, 3.31], [-1.21, 7.55, 4.05], [-0.36, 8.02, 4.64], [-2.74, 6.63, 6.10], [-4.45, 6.24, 5.99], [-3.26, 5.17, 5.25], [-3.88, 8.03, 4.36], [-4.43, 6.59, 3.54], [-2.46, 7.52, 2.38], [-2.07, 5.93, 3.05], [6.38, 7.17, 2.75], [7.29, 8.07, 1.93], [6.65, 9.43, 1.60], [5.43, 9.26, 0.81], [4.48, 9.11, 0.19], [5.47, 6.94, 2.20], [6.88, 6.23, 2.98], [6.11, 7.64, 3.70], [7.56, 7.57, 1.00], [8.22, 8.25, 2.47], [7.34, 10.05, 1.03], [6.40, 9.96, 2.52], [-8.20, -1.69, 4.03], [-7.39, -0.40, 4.12], [-7.51, 0.46, 2.85], [-7.02, -0.27, 1.68], [-6.62, -0.83, 0.77], [-7.85, -2.33, 3.22], [-8.12, -2.26, 4.96], [-9.26, -1.48, 3.87], [-6.34, -0.65, 4.29], [-7.73, 0.18, 4.97], [-6.92, 1.37, 2.96], [-8.55, 0.74, 2.68], [-7.57, 0.71, -4.81], [-6.43, 1.28, -5.64], [-5.59, 0.20, -6.33], [-4.97, -0.69, -5.35], [-4.48, -1.37, -4.57], [-7.20, 0.08, -4.00], [-8.16, 1.51, -4.37], [-8.24, 0.10, -5.43], [-5.79, 1.89, -5.01], [-6.84, 1.94, -6.41], [-4.80, 0.66, -6.93], [-6.21, -0.40, -7.00], [3.46, -3.72, -7.14], [4.39, -2.81, -7.93], [3.77, -1.45, -8.24], [2.55, -1.59, -9.04], [1.61, -1.70, -9.68], [2.55, -3.95, -7.70], [3.95, -4.67, -6.92], [3.17, -3.26, -6.19], [4.67, -3.30, -8.87], [5.31, -2.66, -7.36], [4.47, -0.82, -8.79], [3.51, -0.93, -7.31], [3.25, -10.21, 2.95], [4.00, -9.16, 2.15], [3.13, -7.95, 1.79], [1.98, -8.35, 0.97], [1.09, -8.69, 0.34], [2.42, -10.63, 2.38], [3.92, -11.04, 3.21], [2.86, -9.80, 3.88], [4.39, -9.61, 1.23], [4.86, -8.81, 2.72], [3.70, -7.21, 1.23], [2.75, -7.47, 2.70]]}

=====

Record 3
{"formula": "C3H3NO2", "method": "wB97M-V/def2-TZVPD", "spin_multiplicity": 1, "lumo_ev": 0.6, "charge": 0, "homo_lumo_gap_ev": 9.7, "e_tot_ha": -321.304106, "relative_energy_ev": 2.001, "largest_force_ev_per_a": 5.57, "species": ["C", "C", "O", "H", "H", "N", "C", "O", "H"], "coordinates": [[-1.08, 1.42, -1.12], [-0.33, 1.82, -0.13], [0.34, 2.28, 0.69], [-1.95, 0.76, -1.17], [-0.53, 1.34, -2.09], [1.20, -2.48, 1.37], [0.90, -1.63, 0.55], [0.61, -0.90, -0.32], [0.83, -2.61, 2.21]]}